{"formula": "C10H7BrFNO2", "method": "ωB97M-V/def2-TZVPD", "total_energy_ha": -3264.2500, "largest_force_ev_per_a": 3.614, "e_homo_ev": [-8.2, -8.2], "e_above_lowest_kcal_mol": 0.00, "species": ["C", "C", "C", "C", "C", "C", "C", "C", "C", "C", "N", "O", "O", "F", "Br", "H", "H", "H", "H", "H", "H", "H"], "positions_angstrom": [[-1.1986, -2.7926, -0.2877], [0.0475, -2.9705, 0.2145], [-1.7901, -1.3467, -0.5548], [0.9798, -1.8939, 0.4331], [-0.7385, -0.3142, -0.2179], [0.5166, -0.5674, 0.2822], [-0.8729, 1.1173, -0.1997], [1.1533, 0.7040, 0.7125], [-2.9224, -0.8265, 0.4054], [0.1976, 3.0725, 0.9247], [0.1864, 1.6444, 0.4915], [-1.7111, 1.8394, -0.7617], [2.2446, 0.9049, 1.1820], [-2.6339, -0.7137, 1.7681], [-3.9719, 0.5499, -0.1584], [-1.7922, -3.6788, -0.4556], [0.4216, -3.9239, 0.0730], [-2.2906, -1.3243, -1.5579], [1.9893, -2.0010, 0.6501], [-0.4674, 3.6515, 0.2138], [-0.3535, 3.1393, 1.8166], [1.3237, 3.3773, 1.1264]]}